Entry 1:
{
  "formula": "C8H8ClOP",
  "method": "ωB97M-V/def2-TZVPD",
  "elements": ["C", "C", "C", "C", "C", "C", "C", "C", "O", "P", "Cl", "H", "H", "H", "H", "H", "H", "H", "H"],
  "xyz": [[2.406, -0.174, 0.330], [1.991, 0.995, 1.009], [1.626, -0.692, -0.709], [0.766, 1.658, 0.585], [0.496, -0.010, -1.124], [0.037, 1.112, -0.441], [-2.479, -1.785, 0.061], [-1.366, -1.609, 0.787], [-3.483, -2.000, -0.476], [-1.471, 2.014, -0.981], [-2.846, 1.444, 0.369], [3.147, -0.845, 0.750], [2.791, 1.442, 1.571], [2.003, -1.559, -1.152], [0.331, 2.396, 1.048], [-0.149, -0.421, -1.848], [-1.878, 0.994, -1.859], [-0.490, -1.597, 0.298], [-1.431, -1.363, 1.783]],
  "forces_ev_per_a": [[-0.95, 0.11, 1.19], [-0.34, 0.56, -1.55], [0.27, 0.11, -0.48], [3.85, -3.19, 0.56], [0.22, -0.59, 0.03], [-1.70, 0.34, -1.51], [0.77, -0.17, 1.49], [-3.80, -0.69, -1.72], [0.39, 0.22, -0.19], [1.41, -0.52, -0.96], [-0.98, 0.07, 1.32], [0.42, 0.52, -0.04], [-0.31, 0.43, 0.78], [0.03, -1.22, -0.94], [-1.54, 4.08, 2.87], [-0.48, -0.47, -1.02], [0.11, 0.08, -0.41], [2.96, -0.17, -1.47], [-0.33, 0.52, 2.04]],
  "e_tot_ha": -1186.1865,
  "homo_lumo_gap_ev": [4.9, 5.1],
  "multiplicity": 3
}



Entry 2:
{
  "formula": "C33H52N3O17",
  "method": "ωB97M-V/def2-TZVPD",
  "elements": ["C", "C", "O", "N", "H", "H", "C", "H", "H", "H", "H", "H", "H", "N", "O", "O", "O", "N", "O", "O", "O", "C", "C", "C", "O", "H", "H", "H", "H", "H", "H", "H", "H", "C", "C", "C", "O", "H", "H", "H", "H", "H", "H", "H", "H", "C", "C", "C", "O", "H", "H", "H", "H", "H", "H", "H", "H", "C", "C", "C", "O", "H", "H", "H", "H", "H", "H", "H", "H", "C", "C", "C", "O", "C", "C", "C", "O", "H", "H", "H", "H", "C", "C", "C", "O", "C", "C", "C", "O", "H", "H", "H", "H", "C", "C", "C", "O", "C", "C", "C", "O", "H", "H", "H", "H"],
  "xyz": [[0.216, 2.424, -1.325], [0.587, 1.354, -0.456], [1.554, 0.712, -0.727], [-0.336, 1.067, 0.825], [-0.161, 1.913, 1.391], [-1.268, 0.917, 0.569], [-0.065, -0.247, 1.383], [0.803, 3.115, -2.104], [-0.520, 3.222, -0.708], [-0.571, 2.014, -2.093], [0.896, -0.279, 2.027], [-0.033, -0.901, 0.650], [-0.580, -0.739, 2.128], [-0.385, 3.348, 3.251], [-0.842, 4.484, 3.337], [0.343, 3.151, 2.312], [-0.982, 2.462, 3.727], [-3.608, 1.869, 0.734], [-2.979, 2.648, 0.042], [-4.528, 2.334, 1.465], [-3.124, 0.698, 0.910], [-1.254, -0.877, -6.051], [0.101, -1.192, -5.396], [1.244, -1.150, -6.495], [0.455, -0.084, -4.576], [-2.161, -1.214, -5.472], [-1.303, -1.362, -7.073], [-1.606, 0.146, -6.522], [0.001, -2.141, -4.859], [1.112, -1.741, -7.403], [2.093, -1.513, -5.929], [1.477, -0.158, -6.887], [-0.109, -0.118, -3.758], [-0.679, 3.470, -5.090], [-2.037, 4.144, -5.179], [-1.892, 5.627, -5.588], [-2.878, 3.365, -5.894], [0.011, 3.445, -6.026], [-0.914, 2.492, -4.776], [0.032, 3.867, -4.359], [-2.399, 4.122, -4.233], [-2.934, 6.295, -5.716], [-1.395, 5.585, -6.675], [-1.073, 6.271, -5.241], [-3.800, 3.669, -6.017], [1.034, -3.883, 1.393], [-0.498, -4.279, 1.398], [-1.179, -3.957, 2.757], [-1.239, -3.490, 0.450], [1.174, -2.986, 1.754], [1.403, -3.984, 0.461], [1.611, -4.565, 2.206], [-0.653, -5.304, 1.485], [-0.927, -4.696, 3.559], [-2.275, -4.249, 2.709], [-1.003, -2.975, 3.124], [-2.251, -3.572, 0.305], [-1.018, -0.716, 5.177], [-1.827, -1.398, 6.253], [-2.464, -0.360, 7.210], [-2.944, -2.253, 5.839], [-1.639, -0.063, 4.509], [-0.507, -1.326, 4.471], [-0.157, -0.241, 5.397], [-1.231, -2.281, 6.812], [-3.411, 0.125, 6.828], [-1.709, 0.281, 7.787], [-2.901, -0.767, 7.946], [-2.743, -3.147, 5.835], [-3.474, -0.983, -1.980], [-4.814, -1.539, -2.463], [-4.753, -2.876, -3.139], [-5.725, -3.417, -3.576], [-3.417, -3.525, -3.343], [-2.237, -2.922, -2.844], [-2.236, -1.503, -2.357], [-1.137, -0.845, -2.290], [-3.481, 0.187, -1.538], [-5.778, -0.956, -2.386], [-3.437, -4.675, -3.591], [-1.172, -3.395, -3.062], [2.075, 1.993, 5.638], [2.577, 1.423, 4.332], [4.050, 1.462, 4.104], [4.466, 1.018, 2.992], [4.972, 2.058, 4.997], [4.480, 2.584, 6.342], [3.022, 2.635, 6.633], [2.701, 3.200, 7.672], [1.213, 2.185, 5.802], [1.710, 1.296, 3.524], [5.877, 2.089, 4.769], [4.941, 3.010, 7.280], [5.818, -2.490, -1.099], [4.755, -2.519, 0.016], [4.250, -1.175, 0.345], [3.298, -1.053, 1.165], [4.678, 0.053, -0.348], [5.568, -0.080, -1.580], [6.143, -1.354, -1.948], [6.942, -1.465, -2.853], [6.379, -3.406, -1.429], [4.364, -3.267, 0.453], [4.291, 1.059, 0.037], [5.931, 0.767, -2.057]],
  "forces_ev_per_a": [[-5.59, 5.42, -2.03], [1.58, -1.16, -0.12], [-0.44, -0.87, 1.47], [2.74, -0.88, -1.75], [-0.15, 0.61, 1.37], [-3.20, 1.05, -1.01], [4.64, 2.24, 4.01], [-0.02, -2.18, 2.45], [1.92, -2.05, -1.58], [1.07, 0.27, 1.58], [-0.61, 0.42, -1.91], [0.65, -3.10, -3.76], [-3.14, 0.34, 1.46], [-4.23, 4.47, -2.38], [0.63, 2.42, 1.81], [5.33, -1.57, -3.63], [-1.47, -5.47, 4.02], [0.02, 1.09, 3.62], [0.78, 0.65, -2.14], [0.37, -1.74, -1.29], [-0.83, -0.25, -0.47], [-2.44, 0.14, -2.57], [-0.27, 2.88, -2.47], [-0.38, -0.75, 1.00], [-0.46, -0.53, 1.67], [0.96, 0.15, -0.41], [-0.03, -0.54, 1.21], [1.61, -1.05, 1.88], [0.44, 0.04, -0.06], [-0.34, -0.48, 0.38], [0.62, -0.02, -0.35], [-0.39, 0.23, 0.64], [0.78, -0.04, -0.91], [1.72, 0.45, -1.59], [2.49, 2.77, -0.03], [-0.91, 1.44, -4.41], [-1.84, -1.52, -2.79], [-1.75, -0.07, 1.04], [0.21, -1.53, 0.10], [-0.63, 0.42, 0.30], [-0.94, 0.26, 3.48], [2.76, -1.93, 0.55], [-1.63, -0.08, 1.51], [-0.58, -0.49, 1.34], [1.09, 0.24, 0.50], [-2.52, -5.97, 3.00], [-0.72, 2.84, 2.73], [-0.80, -2.11, 0.73], [-0.78, -0.11, -1.71], [0.52, 5.02, 1.55], [1.54, -0.44, -3.03], [-1.35, 1.14, -2.13], [-0.03, -2.26, -1.76], [0.70, 0.57, -0.44], [0.94, 1.06, -0.42], [-0.22, 0.85, 0.20], [2.71, -0.54, 1.22], [-3.18, -0.98, -2.54], [0.22, -2.46, 2.04], [2.89, 3.03, -3.75], [-0.95, 3.70, -0.87], [0.34, -0.23, 0.93], [-0.27, -1.82, -0.78], [2.37, 2.50, 2.22], [-0.30, 2.72, -0.61], [1.73, 0.32, -0.63], [-0.95, -0.21, -1.66], [-2.90, -4.19, 5.65], [1.06, -2.32, -0.02], [-8.00, 3.67, -0.46], [5.42, 2.05, 1.83], [1.20, 0.94, 0.09], [-1.51, -0.62, -0.38], [3.14, -0.71, 2.38], [-0.36, -2.00, -2.75], [4.64, -0.44, -0.30], [-3.50, -1.89, -0.15], [0.08, -3.57, -0.96], [1.36, -0.88, 0.07], [0.06, 2.65, 0.04], [-2.48, 0.93, 0.83], [13.27, -3.20, -6.26], [-3.85, 3.11, 4.81], [-1.23, -1.68, -4.57], [-0.50, 1.00, 2.59], [-8.70, 2.67, 9.49], [1.42, -1.68, -4.36], [0.15, -0.92, -0.48], [-0.43, -0.51, -0.94], [-11.20, 1.82, 1.70], [2.51, -0.10, 1.63], [7.87, 0.16, -1.94], [0.62, -0.50, -1.71], [-3.97, -3.08, 4.46], [7.70, 7.12, -8.55], [-3.39, 0.49, 1.80], [2.35, -0.66, -1.61], [3.71, 0.47, -4.97], [-4.36, 0.33, 6.41], [-0.13, 0.65, 1.00], [0.23, -0.22, -0.51], [-0.92, 0.72, 0.56], [-2.29, -5.65, 3.13], [0.64, -1.78, -0.68], [0.30, 1.49, -0.95]],
  "e_above_lowest_kj_mol": 198.7,
  "e_tot_ha": -2731.0829,
  "homo_lumo_gap_ev": 5.0,
  "total_charge": -1
}



Entry 3:
{
  "formula": "C8H16AuBF4S4",
  "method": "ωB97M-V/def2-TZVPD",
  "elements": ["Au", "C", "C", "S", "C", "C", "S", "C", "C", "S", "C", "C", "S", "H", "H", "H", "H", "H", "H", "H", "H", "H", "H", "H", "H", "H", "H", "H", "H", "F", "B", "F", "F", "F"],
  "xyz": [[-0.002, -0.677, -0.781], [2.605, -0.454, 1.222], [1.426, 0.118, 2.005], [-0.031, -0.951, 1.816], [-1.459, 0.161, 1.975], [-2.644, -0.377, 1.177], [-2.505, -0.410, -0.644], [-2.652, 1.349, -1.150], [-1.445, 1.876, -1.922], [0.004, 1.791, -0.826], [1.499, 1.891, -1.856], [2.671, 1.339, -1.049], [2.499, -0.432, -0.601], [2.753, -1.513, 1.450], [3.522, 0.068, 1.499], [1.161, 1.137, 1.725], [1.672, 0.105, 3.072], [-1.161, 1.170, 1.696], [-1.724, 0.160, 3.038], [-3.541, 0.194, 1.422], [-2.849, -1.421, 1.428], [-2.857, 1.948, -0.262], [-3.525, 1.389, -1.800], [-1.608, 2.920, -2.194], [-1.247, 1.300, -2.826], [1.678, 2.941, -2.092], [1.335, 1.341, -2.783], [2.840, 1.914, -0.138], [3.571, 1.396, -1.661], [-0.019, -2.709, -0.828], [0.005, -4.234, -0.125], [0.633, -4.961, -1.056], [-1.318, -4.441, 0.064], [0.715, -3.925, 1.006]],
  "forces_ev_per_a": [[0.02, 0.69, 0.58], [-0.03, -0.11, -0.02], [0.04, -0.03, 0.08], [-0.04, -0.03, -0.36], [-0.01, -0.01, 0.09], [0.03, -0.10, -0.03], [0.19, -0.06, -0.09], [0.03, -0.06, 0.03], [0.02, 0.08, 0.01], [0.00, -0.40, -0.11], [-0.03, 0.08, 0.01], [-0.03, -0.05, 0.01], [-0.20, -0.08, -0.09], [0.02, 0.01, 0.03], [0.00, 0.01, 0.00], [0.02, 0.02, 0.00], [-0.03, 0.01, 0.00], [-0.03, 0.03, 0.00], [0.03, 0.01, 0.00], [-0.01, 0.00, 0.00], [-0.02, 0.01, 0.03], [-0.01, 0.02, -0.01], [-0.02, 0.03, 0.03], [-0.01, -0.01, 0.00], [-0.02, 0.01, -0.01], [0.01, -0.01, -0.02], [0.02, 0.00, 0.00], [0.01, 0.02, -0.01], [0.02, 0.03, 0.04], [-0.03, 0.03, -0.69], [-0.04, -0.51, 0.25], [-0.07, 0.18, 0.15], [0.11, 0.11, 0.06], [0.05, 0.09, 0.08]],
  "e_above_lowest_kj_mol": 0.0,
  "e_tot_ha": -2466.6970,
  "homo_lumo_gap_ev": [9.1, 6.1],
  "total_charge": 2,
  "multiplicity": 3
}